1.
104
Properties=species:S:1:pos:R:3:forces:R:3:mulliken_charge:R:1 method="wB97M-V/def2-TZVPD" total_energy_ev=-165197.7779 largest_force_ha_per_bohr=0.0098 lumo_energy_ev="2.22 / 2.22" gap_ev="5.95 / 5.98" charge=-1
Ni -0.7798 0.0600 -0.3218 0.0 0.4 -0.3 1.346
O 3.9712 -0.3727 -0.2827 0.0 0.0 -0.1 -0.774
S 2.6110 -0.6582 0.2763 0.0 0.0 0.1 1.406
C 2.9154 -1.2359 1.9581 0.0 0.0 -0.1 -0.289
C 4.1553 -0.8735 2.4250 0.0 0.0 0.0 0.156
C 4.6567 -1.2799 3.6753 0.0 0.0 0.0 -1.503
C 3.8839 -2.1116 4.4288 0.0 0.0 0.0 0.677
C 4.1378 -2.7464 5.7756 0.0 0.0 0.0 -0.848
C 2.9234 -3.6837 6.0050 0.0 0.0 0.0 -0.754
C 2.0211 -3.4355 4.8204 0.0 0.0 0.0 -0.141
C 0.8126 -3.9652 4.4866 0.0 0.0 0.0 -1.270
C 0.2047 -3.5267 3.2937 0.0 0.1 0.0 0.372
C 0.7494 -2.6052 2.4210 -0.1 0.0 0.0 -0.020
P -0.3005 -2.1247 0.9485 0.0 -0.2 0.1 2.185
C -1.9517 -2.2305 1.7338 0.0 -0.1 0.0 -0.162
C -3.0355 -2.8395 1.1061 0.0 0.0 0.0 -0.458
C -4.3083 -2.7575 1.6555 0.0 0.0 0.0 -0.784
C -4.5155 -2.0597 2.8338 0.0 0.0 0.0 -0.630
C -3.4445 -1.4344 3.4584 0.0 0.0 0.0 -0.739
C -2.1769 -1.5131 2.9094 0.0 0.0 0.0 -0.512
C -0.1455 -3.6831 -0.0131 0.1 0.0 0.0 0.624
C 0.6988 -3.6392 -1.1200 0.0 0.0 0.0 0.110
C 0.9502 -4.7808 -1.8686 0.0 0.0 0.0 -0.587
C 0.3406 -5.9794 -1.5314 0.0 0.0 0.0 -0.825
C -0.5141 -6.0319 -0.4378 0.0 0.0 0.0 -0.865
C -0.7489 -4.8945 0.3193 0.0 0.0 0.0 -0.427
C 2.0551 -2.0900 2.7175 0.0 0.0 0.1 -1.748
C 2.6239 -2.5157 3.9421 0.0 0.0 -0.1 1.186
C 1.8518 1.0473 0.6341 -0.1 0.0 -0.1 -1.001
C 2.1571 1.7169 1.9846 0.0 -0.1 0.0 0.369
C 3.1821 2.7768 2.0882 0.0 0.0 0.0 -1.560
C 3.6955 3.2975 0.9773 0.0 0.0 0.0 0.665
C 4.7020 4.4080 0.7651 0.0 0.0 0.0 -0.972
C 4.6861 4.6950 -0.7616 0.0 0.0 0.0 -0.810
C 3.7283 3.6768 -1.3353 0.0 0.0 0.1 -0.212
C 3.2856 3.4957 -2.6360 0.0 0.0 0.0 -1.261
C 2.3153 2.5350 -2.8764 0.0 0.0 0.0 0.206
C 1.8008 1.7228 -1.8584 0.0 0.0 0.1 -0.564
P 0.4222 0.5730 -2.1771 -0.2 -0.2 0.1 2.436
C -0.6158 1.5213 -3.3447 0.0 0.1 0.0 0.985
C -0.3537 1.5871 -4.7122 0.0 0.0 0.1 -0.467
C -1.1471 2.3645 -5.5428 0.0 0.0 0.0 -0.858
C -2.2096 3.0839 -5.0130 0.0 0.0 0.0 -0.511
C -2.4774 3.0197 -3.6534 0.0 0.0 0.0 -0.906
C -1.6884 2.2395 -2.8213 0.0 0.0 0.0 -0.661
C 1.1597 -0.7073 -3.2517 0.1 0.0 0.1 0.336
C 2.5303 -0.9620 -3.2333 0.0 0.0 0.0 -0.642
C 3.0571 -2.0109 -3.9767 0.0 0.0 0.0 -0.625
C 2.2266 -2.8065 -4.7522 0.0 0.0 0.0 -0.738
C 0.8597 -2.5593 -4.7708 0.0 0.0 0.0 -0.769
C 0.3270 -1.5236 -4.0203 0.0 0.0 0.0 -0.026
C 2.2855 1.8747 -0.5607 0.0 0.0 0.0 -0.883
C 3.2232 2.8710 -0.3321 0.0 0.0 -0.1 0.652
H 4.7657 -0.2602 1.7727 0.0 0.0 0.0 0.632
H 5.6372 -0.9521 3.9985 0.0 0.0 0.0 0.430
H 4.1970 -1.9797 6.5509 0.0 0.0 0.0 0.287
H 5.0848 -3.2880 5.7916 0.0 0.0 0.0 0.318
H 2.4152 -3.4681 6.9462 0.0 0.0 0.0 0.292
H 3.2285 -4.7314 6.0416 0.0 0.0 0.0 0.253
H 0.3076 -4.6921 5.1114 0.0 0.0 0.0 0.480
H -0.7762 -3.9223 3.0694 0.0 0.0 0.0 0.263
H -2.8947 -3.3517 0.1637 0.0 0.0 0.0 0.465
H -5.1425 -3.2102 1.1339 0.0 0.0 0.0 0.355
H -5.5124 -1.9773 3.2491 0.0 0.0 0.0 0.375
H -3.6012 -0.8583 4.3618 0.0 0.0 0.0 0.388
H -1.3564 -0.9882 3.3839 0.0 0.0 0.0 0.383
H 1.1588 -2.6988 -1.4029 0.0 0.0 0.0 -0.163
H 1.6114 -4.7213 -2.7242 0.0 0.0 0.0 0.495
H 0.5251 -6.8694 -2.1206 0.0 0.0 0.0 0.380
H -1.0010 -6.9624 -0.1720 0.0 0.0 0.0 0.422
H -1.4202 -4.9532 1.1662 0.0 0.0 0.0 0.263
H 2.2426 0.9723 2.7706 0.0 0.0 0.0 0.522
H 3.4662 3.1281 3.0743 0.0 0.0 0.0 0.421
H 5.6948 4.0947 1.0931 0.0 0.0 0.0 0.265
H 4.4340 5.2915 1.3450 0.0 0.0 0.0 0.325
H 5.6802 4.5885 -1.2016 0.0 0.0 0.0 0.293
H 4.3494 5.7111 -0.9769 0.0 0.0 0.0 0.262
H 3.6548 4.1100 -3.4490 0.0 0.0 0.0 0.421
H 1.9253 2.4231 -3.8798 0.0 0.0 0.0 0.479
H 0.4664 1.0187 -5.1326 0.0 0.0 0.0 0.453
H -0.9373 2.4043 -6.6048 0.0 0.0 0.0 0.404
H -2.8337 3.6856 -5.6625 0.0 0.0 0.0 0.379
H -3.3119 3.5683 -3.2355 0.0 0.0 0.0 0.448
H -1.9141 2.1665 -1.7612 0.0 0.0 0.0 0.100
H 3.1940 -0.3655 -2.6209 0.0 0.0 0.0 0.239
H 4.1222 -2.2024 -3.9417 0.0 0.0 0.0 0.436
H 2.6403 -3.6196 -5.3365 0.0 0.0 0.0 0.355
H 0.2011 -3.1841 -5.3613 0.0 0.0 0.0 0.413
H -0.7418 -1.3494 -4.0155 0.0 0.0 0.0 0.449
S -2.5333 1.0573 0.6234 0.1 0.1 0.1 -0.611
C -3.9098 0.2521 -0.0907 -0.1 -0.1 -0.1 0.608
C -5.2080 0.5359 0.3408 0.0 0.0 0.0 -0.787
C -6.3038 -0.1031 -0.2170 0.0 0.0 0.0 -0.551
C -6.1203 -1.0417 -1.2269 0.0 0.0 0.0 -0.681
C -4.8375 -1.3297 -1.6694 0.0 0.0 0.0 -0.567
C -3.7304 -0.6948 -1.1101 -0.1 0.1 0.1 -0.089
S -2.1073 -1.1189 -1.6246 0.1 -0.1 0.0 -0.345
H -5.3430 1.2621 1.1338 0.0 0.0 0.0 0.427
H -7.3012 0.1310 0.1363 0.0 0.0 0.0 0.360
H -6.9715 -1.5449 -1.6698 0.0 0.0 0.0 0.342
H -4.6788 -2.0605 -2.4546 0.0 0.0 0.0 0.414
O 0.2951 3.5402 1.3166 0.0 0.1 0.0 -0.618
S 0.3268 2.2027 1.9420 0.0 -0.1 0.0 0.051
N 0.4353 0.9344 0.8583 0.0 0.1 0.0 1.158

=====

2.
122
Properties=species:S:1:pos:R:3:forces:R:3:mulliken_charge:R:1 method="wB97M-V/def2-TZVPD" total_energy_ev=-265724.6396 largest_force_ha_per_bohr=0.0220 lumo_energy_ev="1.95 / 1.95" multiplicity=2 relative_energy_kj_mol=99.9 gap_ev="5.48 / 5.47" charge=-1
Co -1.8951 0.2615 -0.1502 -1.1 -0.3 0.0 1.014
Cl -6.4982 -0.9342 4.7198 -0.1 -0.1 0.0 -0.269
C -5.2013 -0.2867 3.7697 0.2 0.3 0.1 0.305
C -4.4694 0.7908 4.2388 -0.3 -0.3 0.0 0.372
Cl -4.8739 1.5210 5.7566 0.1 0.1 0.1 -0.263
C -3.4129 1.2978 3.4659 0.2 0.0 -0.2 0.304
Cl -2.4416 2.6135 4.0542 0.1 0.1 0.0 -0.257
C -3.1017 0.7744 2.2157 -0.5 -0.3 0.1 -1.152
O -2.1783 1.2465 1.4340 0.6 0.3 -0.1 0.114
C -3.8547 -0.3557 1.7213 0.0 0.2 0.1 -0.215
O -3.5366 -0.8165 0.5624 0.6 0.0 -0.4 -0.940
C -4.8862 -0.8543 2.5257 0.2 0.1 0.0 0.688
Cl -5.7825 -2.2221 1.9451 0.0 -0.2 -0.2 -0.266
O 1.0827 0.6675 1.1864 0.0 0.3 -0.6 -0.007
P 1.7313 0.0333 2.3413 -0.3 -0.3 0.9 0.050
C 0.7237 -1.2494 3.2010 0.2 0.1 -0.9 -1.741
P -0.1107 -2.3435 1.9711 -0.1 0.1 0.7 0.455
O -1.0333 -1.6360 1.0658 0.4 0.1 -0.1 0.138
C 1.1545 -3.2821 1.0918 -0.1 -0.1 -0.1 -0.078
C 1.1103 -3.2237 -0.2977 -0.1 0.2 0.1 0.344
C 1.9850 -3.9869 -1.0530 0.2 -0.1 -0.1 0.040
C 2.9109 -4.8076 -0.4234 -0.1 0.1 0.1 -0.808
C 2.9579 -4.8637 0.9654 0.1 -0.1 0.0 -0.620
C 2.0759 -4.1139 1.7229 -0.1 0.1 0.0 -0.630
C -1.0204 -3.5358 2.9915 0.1 -0.1 -0.1 0.674
C -1.9552 -4.3068 2.3012 0.0 0.1 -0.1 -0.446
C -2.7547 -5.2098 2.9783 0.0 0.0 0.1 -0.654
C -2.6281 -5.3457 4.3551 0.0 0.0 0.0 -0.515
C -1.7019 -4.5805 5.0477 0.0 -0.1 0.1 -0.720
C -0.8936 -3.6814 4.3678 0.1 0.0 -0.1 -0.165
C 2.1632 1.2133 3.6537 0.1 -0.1 -0.1 0.727
C 2.7752 2.3919 3.2285 0.0 -0.1 -0.1 -0.736
C 3.1441 3.3603 4.1451 0.0 0.0 0.0 -0.556
C 2.9018 3.1587 5.4982 0.0 0.0 0.0 -0.544
C 2.2847 1.9929 5.9257 0.0 0.1 0.1 -0.687
C 1.9209 1.0186 5.0083 0.0 0.0 -0.1 -0.471
C 3.2936 -0.7614 1.8973 0.1 0.1 0.1 0.584
C 3.6958 -0.6681 0.5686 -0.2 0.0 0.0 -0.316
C 4.9116 -1.2017 0.1737 0.2 -0.1 0.0 -0.594
C 5.7248 -1.8333 1.1050 -0.1 0.0 -0.1 -0.527
C 5.3282 -1.9204 2.4326 0.1 -0.1 0.1 -0.771
C 4.1212 -1.3764 2.8335 -0.1 0.1 -0.1 -0.480
H -0.0930 -0.7470 3.7266 0.0 0.0 0.1 0.913
H 1.3650 -1.8026 3.8888 -0.1 -0.1 0.1 0.830
H 0.3882 -2.5602 -0.7615 0.0 0.0 0.0 -0.066
H 1.9449 -3.9426 -2.1353 0.0 0.0 0.0 0.204
H 3.5946 -5.4103 -1.0080 0.0 0.0 0.0 0.429
H 3.6822 -5.5019 1.4566 0.0 0.0 0.0 0.405
H 2.1000 -4.1701 2.8062 0.0 -0.1 0.0 0.389
H -2.0565 -4.1626 1.2317 -0.1 0.0 0.0 0.218
H -3.4840 -5.8012 2.4406 0.0 0.0 0.0 0.420
H -3.2630 -6.0399 4.8905 0.0 0.0 0.0 0.369
H -1.6185 -4.6770 6.1229 0.0 0.0 0.0 0.415
H -0.1761 -3.0880 4.9214 0.0 0.0 0.0 0.282
H 2.9417 2.5362 2.1664 0.0 0.1 0.0 0.430
H 3.6150 4.2763 3.8117 0.0 0.0 0.0 0.412
H 3.1854 3.9148 6.2190 0.0 0.0 0.0 0.382
H 2.0770 1.8469 6.9780 0.0 0.0 0.0 0.404
H 1.4354 0.1155 5.3558 0.0 0.0 0.0 0.392
H 3.0293 -0.1816 -0.1343 0.0 0.0 0.0 0.491
H 5.2345 -1.1212 -0.8554 -0.1 0.0 -0.1 0.440
H 6.6725 -2.2555 0.7953 0.0 0.0 0.0 0.395
H 5.9706 -2.4090 3.1550 0.0 0.0 0.0 0.399
H 3.8205 -1.4179 3.8752 0.0 0.0 0.0 0.392
C 5.2880 4.6316 -2.0258 -0.1 0.0 0.0 -1.548
C 4.0101 4.7440 -2.8137 0.0 0.0 0.0 0.590
C 3.2052 3.6358 -3.0433 0.1 0.1 0.0 -0.512
C 2.0217 3.7286 -3.7585 0.0 0.0 -0.1 -0.178
C 1.5946 4.9606 -4.2444 0.2 -0.1 0.0 0.285
N 0.4139 5.1518 -4.9860 0.0 0.2 0.1 -0.046
C -0.6416 4.3120 -5.2995 0.0 0.0 -0.1 0.246
O -1.2257 4.4444 -6.3621 0.0 0.0 0.1 -0.727
N -1.0187 3.3595 -4.3922 0.0 -0.2 0.0 0.090
C -0.8573 3.3127 -2.9931 0.1 0.2 0.2 -0.484
C -0.6415 4.4307 -2.1981 -0.2 -0.2 0.1 -0.049
C -0.5078 4.2328 -0.8339 0.1 0.1 -0.1 -1.765
C -0.6032 2.9574 -0.3089 0.2 -0.1 0.3 -0.847
N -0.8472 1.8876 -1.0687 -0.3 0.1 0.4 1.155
C -0.9630 2.0719 -2.3780 0.1 -0.1 -0.2 -0.203
C 2.4089 6.0740 -4.0377 -0.1 0.0 0.0 -0.673
C 3.5974 5.9637 -3.3392 0.0 0.0 0.0 -0.661
H 5.6292 3.5979 -1.9838 0.0 0.0 0.0 0.346
H 5.1366 4.9770 -1.0005 0.0 0.0 0.0 0.282
H 6.0745 5.2431 -2.4693 0.0 0.0 0.0 0.405
H 3.5227 2.6707 -2.6707 -0.1 -0.1 0.0 0.286
H 1.4475 2.8346 -3.9541 0.0 0.0 0.0 0.691
H 0.4579 5.9182 -5.6377 -0.1 0.0 -0.1 0.237
H -1.7048 2.7185 -4.7635 0.0 0.1 -0.1 0.265
H -0.5994 5.4214 -2.6288 0.0 0.0 0.0 0.624
H -0.3407 5.0729 -0.1738 0.0 0.0 0.0 0.443
H -0.4864 2.7669 0.7483 -0.1 0.0 0.0 0.607
H -1.1615 1.1964 -2.9833 -0.1 -0.1 0.1 0.410
H 2.1063 7.0351 -4.4389 0.0 0.0 0.0 0.371
H 4.2192 6.8413 -3.2033 0.0 0.0 0.0 0.383
Br 3.8662 -0.2016 -3.9476 0.0 0.0 0.1 -0.214
C 2.3518 -1.3583 -3.9510 0.1 0.0 0.0 -0.114
C 2.4180 -2.5072 -4.7208 0.0 0.0 0.0 -0.521
C 1.3061 -3.3358 -4.7746 0.0 0.0 0.0 -0.812
C 0.1505 -2.9943 -4.0924 0.0 0.1 -0.1 -0.533
C 0.1019 -1.8327 -3.3298 0.0 0.0 -0.1 0.257
C 1.2202 -1.0113 -3.2344 -0.1 -0.1 0.0 0.495
C -1.2210 -1.4158 -2.7118 -0.6 -0.2 0.0 -0.435
O -2.2288 -1.6985 -3.3784 -0.2 0.1 0.2 -0.995
O -1.1517 -0.8229 -1.6060 0.4 0.0 -0.1 0.498
H 3.3159 -2.7456 -5.2736 0.0 0.0 0.0 0.409
H 1.3408 -4.2342 -5.3778 0.0 0.0 0.0 0.371
H -0.7423 -3.6004 -4.1612 0.0 0.0 0.0 0.435
H 1.1749 -0.1132 -2.6303 0.0 0.0 0.0 0.601
C -5.7999 -1.9448 -2.5839 -0.1 0.0 0.0 -1.075
N -4.9384 -0.8320 -2.2380 0.5 -0.8 -0.5 0.247
C -5.1762 0.2641 -1.5544 0.2 1.1 0.1 0.737
S -3.9865 1.4962 -1.4307 0.1 0.0 -0.2 -0.666
N -6.3752 0.5636 -1.0185 -0.2 -0.4 0.1 -0.147
C -7.5148 -0.3175 -0.8249 0.0 0.0 -0.1 -0.935
H -5.2185 -2.5672 -3.2607 0.0 -0.1 0.0 0.333
H -6.6929 -1.6112 -3.1150 0.0 -0.1 0.0 0.351
H -6.0882 -2.5470 -1.7203 0.0 0.0 0.0 0.280
H -3.9767 -0.9799 -2.5558 0.0 0.3 0.2 -0.044
H -6.3420 1.3999 -0.4626 0.1 0.0 0.0 0.281
H -8.0103 -0.5326 -1.7730 -0.1 0.0 0.1 0.293
H -8.2256 0.1904 -0.1775 0.0 0.0 0.0 0.340
H -7.2247 -1.2486 -0.3426 0.0 0.0 0.1 0.213